1.
C10H30O5 | the ωB97M-V functional and the def2-TZVPD basis

```
45
Properties=species:S:1:pos:R:3:forces:R:3:mulliken_charge:R:1
C 6.648901 0.765770 6.269016 -0.303 0.172 1.041 -0.6429
C 6.592686 1.109836 7.756894 -0.367 0.888 -0.306 -0.1704
O 5.315149 1.719693 8.017632 0.508 -0.982 0.509 -0.5317
H 6.247504 1.600023 5.694065 0.467 0.247 -0.005 0.2283
H 5.931878 -0.031763 6.075823 0.433 -0.385 -0.077 0.1157
H 7.689542 0.537283 6.041699 -0.186 -0.230 -0.570 0.1414
H 7.366851 1.832309 8.046931 0.116 0.007 -0.301 0.2251
H 6.765259 0.250857 8.413121 -0.202 -0.219 -0.237 0.3108
H 5.110978 1.395989 8.908512 -0.437 0.618 -0.051 0.3501
C 4.377741 -1.567096 3.720640 0.509 -0.341 0.467 -0.8732
C 4.172698 -3.064968 3.577806 -0.510 0.712 -1.249 -0.3175
O 2.948745 -3.493378 4.199982 1.132 -0.263 0.148 -0.5043
H 4.301263 -1.299536 4.775242 -0.144 0.227 -0.076 0.1800
H 3.701536 -0.976702 3.107318 -0.196 -0.070 0.149 0.3246
H 5.399026 -1.342830 3.403142 -0.026 0.122 -0.048 0.3161
H 5.065667 -3.607412 3.890835 -0.196 -0.116 0.517 0.3381
H 4.092976 -3.251167 2.501110 -0.036 -0.263 -0.028 0.2191
H 3.207561 -4.313323 4.633202 -0.544 -0.012 0.117 0.3078
C 6.500145 1.122104 12.559132 0.060 -0.288 0.727 -0.9583
C 5.032749 1.141275 12.148797 0.635 0.571 0.586 -0.2689
O 4.943741 1.832697 10.896448 -0.368 -0.601 0.114 -0.4949
H 7.085909 0.540792 11.848130 0.154 0.564 -0.323 0.2155
H 6.762602 0.669804 13.522127 -0.699 -0.197 0.080 0.3562
H 6.802665 2.160146 12.710110 0.441 -0.043 -0.604 0.3007
H 4.463690 1.710636 12.888070 -0.150 -0.212 0.092 0.2488
H 4.610411 0.141210 12.092276 -0.091 0.061 -0.459 0.3170
H 5.074119 2.764473 11.093790 0.018 0.040 -0.226 0.2607
C 8.226314 4.701681 2.856289 -0.563 0.116 0.857 -1.0410
C 8.252733 4.183038 4.286865 -0.477 0.368 0.965 0.0403
O 8.692061 5.174961 5.233149 0.759 0.446 -0.436 -0.5640
H 7.476928 4.096545 2.344599 0.191 0.037 -0.352 0.2881
H 9.173039 4.707060 2.323398 0.077 -0.082 0.115 0.3070
H 7.831530 5.715970 2.936357 0.088 0.059 -0.323 0.2904
H 8.795912 3.242456 4.395122 0.047 0.026 0.001 0.2343
H 7.229552 4.066972 4.656514 -0.175 -0.758 -0.701 0.1515
H 9.292578 4.818920 5.889299 0.053 -0.228 -0.112 0.2952
C 11.711667 0.766942 5.866251 -0.494 -0.722 0.199 -0.5642
C 12.281473 0.366909 7.217007 0.032 0.158 -0.248 -0.3010
O 13.653874 0.731153 7.221595 0.197 0.511 0.818 -0.5339
H 11.904326 1.802903 5.598426 0.287 0.034 0.227 0.2518
H 10.623583 0.637643 5.848128 0.113 -0.221 -0.165 0.0437
H 12.197518 0.103667 5.148787 -0.302 0.201 -0.388 0.2747
H 12.168248 -0.698855 7.444121 -0.069 -0.038 -0.369 0.2532
H 11.744274 0.859485 8.032667 0.458 0.342 0.008 0.2762
H 14.221003 0.053465 6.852264 -0.241 -0.256 -0.084 0.3043
```
Positions in Å, forces in eV/Å.

## Properties
E_HOMO = -0.35965 hartree
total charge = 0
Kohn-Sham gap = 0.3810 hartree
2S+1 = 1
SMILES string = CCO.CCO.CCO.CCO.CCO
energy relative to the best compared isomer or geometry (same formula, charge and spin) = 1.432 eV

---

2.
C10H30O5 | the ωB97M-V functional and the def2-TZVPD basis

```
45
Properties=species:S:1:pos:R:3:forces:R:3:mulliken_charge:R:1
C 22.166490 -4.510560 11.630820 0.591 -0.365 0.264 -1.0799
C 21.127480 -3.819560 12.510260 -0.245 -1.641 0.469 0.0078
O 20.799170 -2.576190 12.053310 -0.074 1.769 -1.566 -0.5257
H 23.140590 -4.042110 11.771460 0.031 0.332 -0.421 0.4174
H 21.873660 -4.539280 10.581280 -0.052 0.665 -0.111 0.2505
H 22.402120 -5.560020 11.807490 -0.422 -0.168 0.750 0.3662
H 21.417720 -3.616460 13.541090 0.377 -1.202 0.341 0.2858
H 20.202960 -4.395180 12.465200 -0.060 -0.044 0.401 -0.0707
H 21.653630 -2.208640 11.815810 -0.112 0.828 -0.196 0.3437
C 17.123870 -11.935540 10.158520 -1.522 0.430 -0.157 -1.1623
C 17.655240 -10.680830 9.455830 0.168 -1.263 -0.659 -0.0554
O 16.752750 -9.576690 9.482370 0.263 -0.227 0.254 -0.4427
H 17.538570 -12.924550 9.963660 1.108 0.489 0.088 0.3763
H 16.126340 -12.134230 9.766650 -0.425 0.435 0.264 0.2892
H 17.049600 -11.699700 11.220100 -0.016 -0.445 0.078 0.2609
H 17.742050 -10.901870 8.392020 0.319 -0.108 -0.120 0.3235
H 18.652430 -10.521790 9.866210 0.032 0.799 -0.044 0.2395
H 17.070740 -8.878520 10.059470 0.119 -0.011 0.418 0.2540
C 13.431490 -8.212310 11.583570 0.566 1.837 -1.605 -0.8686
C 13.571150 -6.720620 12.108210 -3.066 -1.879 -1.329 -0.3570
O 14.845280 -6.485570 12.522440 2.065 0.145 1.803 -0.5247
H 14.287610 -8.357420 10.924720 0.352 -0.180 0.014 0.0993
H 12.627050 -8.244900 10.848780 -0.480 -0.341 0.471 0.3883
H 13.434780 -9.052640 12.277790 -0.351 0.501 0.363 0.2929
H 12.779550 -6.606310 12.848740 0.399 0.199 0.784 0.3146
H 13.318290 -5.904630 11.431210 0.006 -0.634 -0.849 0.3101
H 14.822540 -6.825420 13.419990 0.702 0.170 0.447 0.3249
C 19.198290 -6.935210 13.069640 0.612 0.610 0.085 -1.0043
C 18.096450 -6.532840 12.001850 1.137 -0.068 2.139 0.5298
O 17.371260 -7.678870 11.787620 -0.003 -0.674 -0.985 -0.3906
H 18.961100 -6.861710 14.130970 -0.902 0.204 -0.153 0.3302
H 20.024430 -6.234480 12.948970 0.182 -0.282 -0.125 0.0884
H 19.551420 -7.961310 12.967040 -0.051 0.089 -0.580 0.3836
H 18.671770 -6.209580 11.134320 -0.031 -0.196 -0.517 -0.2711
H 17.501430 -5.691790 12.357770 -0.157 -0.099 -0.085 0.3247
H 16.459640 -7.558090 12.063230 -0.985 0.354 0.090 0.2808
C 18.362450 -6.368120 8.432200 -0.752 0.378 -1.332 -0.8216
C 19.838180 -6.036040 8.121360 0.875 -0.665 -0.091 0.2972
O 20.436660 -7.187590 7.633500 0.099 0.171 -0.906 -0.3218
H 17.841450 -6.286790 7.478240 -0.090 -0.158 -0.035 0.4024
H 18.019050 -5.534320 9.044540 -0.145 -0.418 0.546 0.3974
H 18.223040 -7.399290 8.756780 -0.033 0.343 0.598 0.1169
H 20.284150 -5.761760 9.077390 0.269 0.296 0.173 -0.1235
H 19.964470 -5.312020 7.316410 -0.236 0.216 0.382 0.3453
H 20.707830 -7.842180 8.281240 -0.064 -0.194 0.640 0.3783
```
Positions in Å, forces in eV/Å.

## Properties
E_HOMO (alpha / beta) = -0.47361 / -0.47228 hartree
total charge = +1
<S²> = 0.755
Kohn-Sham gap (alpha / beta) = 0.3671 / 0.1121 hartree
2S+1 = 2
energy relative to the best compared isomer or geometry (same formula, charge and spin) = 2.015 eV

---

3.
C10H30O5S5 | the ωB97M-V functional and the def2-TZVPD basis

```
50
Properties=species:S:1:pos:R:3:forces:R:3:mulliken_charge:R:1
C -1.152519 1.980030 -7.282695 0.200 -0.210 -0.420 -0.9819
S -1.344046 1.190120 -5.690855 -0.149 -0.255 -0.086 0.5564
O -0.910135 2.122438 -4.634607 0.340 0.408 0.422 -0.5900
C -3.127097 1.229534 -5.675716 -0.443 -0.247 -0.103 -0.9299
H -1.753882 1.401905 -7.987088 0.053 0.072 -0.075 0.3506
H -0.104938 1.898142 -7.567975 0.001 0.050 0.018 0.3266
H -1.453773 3.025666 -7.288350 -0.117 -0.006 0.257 0.3148
H -3.497381 0.451688 -6.346302 -0.039 0.086 -0.038 0.3703
H -3.506492 2.207234 -5.967249 0.055 0.053 0.019 0.3106
H -3.453342 0.995347 -4.664506 0.079 0.008 0.045 0.2967
C 5.343117 0.639640 1.662587 0.014 0.097 0.522 -0.9176
S 3.975629 1.568063 0.954377 0.097 -0.363 -0.026 0.5390
O 4.532761 2.232460 -0.249988 0.017 0.191 -0.123 -0.6364
C 3.023927 0.190109 0.260526 -0.172 0.632 0.275 -0.9759
H 5.131038 0.417294 2.710049 -0.146 -0.163 -0.072 0.3269
H 6.177891 1.338588 1.659954 0.074 -0.082 -0.180 0.3380
H 5.566667 -0.268305 1.107771 0.072 0.078 -0.111 0.2695
H 2.575951 -0.482463 0.989932 0.180 0.037 0.163 0.4255
H 3.664424 -0.314053 -0.459476 -0.089 -0.015 -0.086 0.4379
H 2.226586 0.766819 -0.208843 -0.103 -0.395 -0.336 0.1805
C 1.014816 -4.208338 3.994460 0.086 -0.246 0.121 -0.5418
S 0.313806 -3.083550 5.215427 0.195 0.230 0.248 0.4961
O -0.701257 -2.278755 4.500473 -0.223 0.171 -0.203 -0.5881
C -0.608616 -4.266149 6.188984 -0.138 -0.081 -0.016 -1.0009
H 2.088694 -4.291526 4.151089 0.028 0.053 -0.067 0.3078
H 0.790106 -3.718734 3.050223 0.078 -0.126 -0.099 0.0015
H 0.568838 -5.199261 4.054557 -0.110 0.034 -0.164 0.3035
H -1.345733 -4.765174 5.559693 0.050 0.022 -0.091 0.3290
H -1.129397 -3.660811 6.928250 0.049 -0.149 0.161 0.3203
H 0.060478 -4.992169 6.649670 0.000 0.069 0.106 0.3813
C 0.011833 -2.139795 -0.535628 0.552 -0.666 0.790 -0.6628
S -1.379995 -1.012355 -0.653400 0.207 0.010 -0.134 0.3989
O -1.226547 -0.122151 0.528000 -0.109 0.143 0.030 -0.5062
C -0.807327 -0.052254 -2.041953 -0.413 0.512 -0.723 -0.9322
H 0.960502 -1.783176 -0.934912 -0.188 0.281 -0.194 0.2052
H -0.166210 -3.161355 -0.870921 -0.311 0.178 -0.365 0.3983
H 0.129674 -2.215581 0.549591 0.004 0.041 -0.026 0.0984
H 0.142127 0.441310 -1.840512 0.094 -0.216 0.115 0.2201
H -1.544092 0.731735 -2.231753 -0.002 0.009 0.219 0.3069
H -0.776765 -0.624124 -2.971622 0.212 -0.262 0.180 0.4551
C -3.104914 2.221552 1.647752 0.549 0.590 -0.108 -0.7173
S -2.133497 3.749158 1.678084 -0.113 -0.037 -0.195 0.4275
O -1.859511 4.077917 3.099873 -0.048 0.119 0.220 -0.6282
C -0.596026 3.060445 1.072744 0.562 -0.120 0.260 -0.6186
H -2.558302 1.409624 2.119890 -0.057 -0.019 0.076 0.1898
H -3.256149 2.014348 0.589028 -0.291 -0.185 0.071 0.2507
H -4.015013 2.494605 2.175126 -0.149 -0.252 -0.099 0.3731
H -0.193999 2.532987 1.940424 -0.036 -0.239 -0.130 0.3035
H 0.106479 3.860353 0.843277 -0.207 0.178 -0.074 0.3858
H -0.698377 2.390974 0.222530 -0.197 -0.015 0.027 0.0316
```
Positions in Å, forces in eV/Å.

## Properties
E_HOMO = -0.29892 hartree
total charge = 0
Kohn-Sham gap = 0.3103 hartree
2S+1 = 1
energy relative to the best compared isomer or geometry (same formula, charge and spin) = 0.397 eV

---

4.
C10H31Cl2O7P2ReSbSi3 | the ωB97M-V functional and the def2-TZVPD basis

```
57
Properties=species:S:1:pos:R:3:forces:R:3:mulliken_charge:R:1
Re -2.107121 2.981023 2.080659 0.054 -0.041 0.182 1.0984
Cl -4.211672 3.611263 1.214574 0.176 0.028 -0.076 -0.0914
C -4.983192 3.798098 2.842646 0.018 -0.007 0.077 -0.2202
Cl -3.662359 3.259794 3.929804 0.076 -0.002 0.021 -0.0894
H -5.841714 3.140966 2.929121 -0.014 0.000 -0.010 0.3487
H -5.211364 4.844567 3.016001 -0.002 0.000 -0.008 0.3494
O 0.942245 2.485204 -1.226755 0.021 -0.057 -0.037 -0.2459
P 0.431331 2.223120 0.238630 -0.064 0.163 -0.108 0.0926
O 0.627952 0.723116 0.467541 -0.020 0.054 0.053 0.0732
O -1.011608 2.677908 0.356070 -0.022 -0.093 0.049 -0.7480
O 1.369733 2.979725 1.208791 0.040 -0.055 0.149 -0.1655
P 0.984804 3.805288 2.688461 0.336 0.261 -0.242 0.1070
O 1.462980 5.849176 1.399283 0.005 -0.022 0.014 -0.3519
O -0.412633 3.155027 3.039642 -0.686 -0.073 -0.082 -0.4568
O 0.337109 5.167175 1.984281 0.057 -0.096 0.059 -0.1695
H 1.009474 3.415009 -1.488252 -0.013 -0.002 0.024 0.3216
H 1.487236 6.668403 1.917914 -0.009 -0.004 0.007 0.3392
C -2.700006 -1.552234 1.012454 -0.004 0.018 -0.019 -0.8371
Si -0.985307 -2.204247 1.313642 -0.010 0.016 0.008 0.2291
C -0.249581 -1.608414 2.910259 -0.007 -0.026 -0.001 -0.9102
C -0.788948 -4.019356 0.978179 0.005 -0.018 0.022 -1.0236
Sb 0.503740 -1.057334 -0.491383 0.032 -0.029 -0.078 0.5946
Si -0.640966 -0.575558 -2.795375 0.023 -0.005 -0.011 0.3841
C 0.662791 0.153105 -3.892037 0.007 0.014 -0.008 -0.9466
C -2.070924 0.547652 -2.422511 -0.016 -0.011 -0.005 -0.8957
C -1.151697 -2.296519 -3.281311 -0.011 -0.005 0.000 -1.0900
Si 3.072687 -1.566636 -0.447253 0.013 -0.004 0.024 0.2687
C 3.442437 -1.806360 1.354871 0.017 -0.024 -0.008 -1.0279
C 3.826491 -0.036261 -1.171890 -0.028 0.028 -0.020 -0.9116
C 3.252611 -3.093658 -1.485940 -0.012 -0.020 -0.008 -1.0329
H -3.377733 -1.950304 1.772293 0.001 -0.002 0.005 0.4373
H -3.087394 -1.850141 0.036888 -0.004 -0.008 0.000 0.3047
H -2.722674 -0.461907 1.082133 0.005 -0.001 0.005 0.1211
H -0.834138 -2.007803 3.743593 0.003 -0.002 0.003 0.4215
H -0.267538 -0.519286 2.980755 -0.002 -0.004 -0.016 0.2204
H 0.779314 -1.947403 3.035266 0.008 0.002 0.013 0.2989
H -1.390456 -4.585921 1.693980 -0.002 0.004 0.006 0.3917
H 0.246144 -4.344732 1.095817 0.001 -0.004 -0.002 0.3305
H -1.130235 -4.297094 -0.020599 0.002 0.009 -0.006 0.3460
H 1.065245 1.079833 -3.482625 -0.002 -0.012 0.000 0.2462
H 0.224057 0.379529 -4.867669 -0.001 -0.004 -0.005 0.4259
H 1.484589 -0.545797 -4.057659 0.000 0.002 0.002 0.3173
H -1.751905 1.508989 -2.020066 0.014 0.017 0.013 0.2154
H -2.768233 0.086649 -1.720985 -0.001 0.008 0.000 0.2577
H -2.612939 0.738033 -3.353214 -0.002 0.003 -0.002 0.4543
H -0.301694 -2.975542 -3.371681 0.004 -0.001 0.004 0.3494
H -1.632805 -2.255428 -4.262553 -0.002 -0.001 -0.002 0.4121
H -1.872694 -2.727973 -2.584608 -0.001 -0.002 0.000 0.3204
H 3.153285 -0.937330 1.948210 -0.003 0.004 -0.004 0.3234
H 4.519799 -1.946199 1.479691 0.002 0.001 0.007 0.4373
H 2.949072 -2.692103 1.758397 0.000 0.002 0.002 0.3087
H 3.570832 0.852630 -0.592882 0.001 0.002 -0.001 0.2494
H 3.520981 0.120160 -2.207612 0.006 0.005 0.007 0.3006
H 4.915216 -0.135954 -1.157265 0.005 -0.008 0.000 0.4311
H 2.687170 -3.935759 -1.083084 0.002 -0.005 -0.004 0.3520
H 4.304701 -3.390454 -1.504784 0.006 0.006 0.008 0.3938
H 2.945505 -2.927737 -2.519852 -0.004 0.004 -0.001 0.3403
```
Positions in Å, forces in eV/Å.

## Properties
E_HOMO (alpha / beta) = -0.51422 / -0.50016 hartree
total charge = +2
<S²> = 0.792
Kohn-Sham gap (alpha / beta) = 0.2817 / 0.2818 hartree
2S+1 = 2
energy relative to the best compared isomer or geometry (same formula, charge and spin) = 5.747 eV